{"formula": "C6H7FN2S", "method": "the ωB97M-V functional and the def2-TZVPD basis", "symbols": ["F", "C", "C", "C", "C", "C", "C", "H", "H", "H", "H", "H", "H", "N", "N", "S", "H"], "coordinates": [[-2.1701, -0.7843, -1.2449], [-1.0551, -0.0933, -1.0808], [-0.9808, 1.2980, -0.9970], [0.3281, 1.8129, -0.9348], [1.4919, 1.0003, -0.9900], [1.3823, -0.3891, -1.2072], [0.1042, -0.8793, -1.3062], [-1.8086, 1.8827, -1.0443], [0.2333, 2.8781, -0.9801], [2.5178, 1.3129, -0.9841], [2.2810, -0.9025, -1.3784], [0.0274, -1.9420, -1.6526], [1.1427, -1.6283, 1.9795], [0.6490, -0.6577, 2.1241], [-0.4330, -0.4828, 2.5735], [-1.5661, -1.6929, 3.2042], [-2.1439, -0.7327, 3.9188]], "e_tot_ha": -840.2840, "smiles": "Fc1ccccc1.[H]/N=N\\S"}